# 1
{
  "formula": "C8H9F",
  "method": "ωB97M-V/def2-TZVPD",
  "total_charge": 0,
  "lumo_energy_ev": 1.0,
  "fmax_ev_per_a": 4.9,
  "e_tot_ev": -11155.3483,
  "smiles": "FC1=CCC=CC1.C#C",
  "de_lowest_kcal_mol": 27.91,
  "homo_lumo_gap_ev": 10.04,
  "e_homo_ha": -0.332,
  "elements": ["F", "C", "C", "C", "C", "C", "C", "H", "H", "H", "H", "H", "H", "H", "C", "C", "H", "H"],
  "positions_angstrom": [[-0.7396, 2.8030, 0.6169], [-0.1153, 1.5550, 0.4098], [0.1851, 0.7378, 1.4484], [0.8440, -0.5704, 1.3125], [1.2301, -0.8665, -0.1568], [1.0646, -0.0128, -1.1805], [0.4223, 1.3943, -1.0088], [-0.1787, 1.0143, 2.4113], [1.7771, -0.5629, 1.8088], [0.3547, -1.3648, 1.6865], [1.6927, -1.8330, -0.2399], [1.1775, -0.2407, -2.1727], [1.1178, 2.1927, -1.1913], [-0.2083, 1.5475, -1.8342], [-3.4362, -1.1195, 0.1801], [-3.0926, -1.0149, -0.9718], [-3.4685, -1.2780, 1.2101], [-2.9853, -1.0778, -1.9925]]
}

=====

# 2
{
  "formula": "C8H9I2N2S",
  "method": "ωB97M-V/def2-TZVPD",
  "total_charge": 1,
  "lumo_energy_ev": [-4.6, -4.8],
  "fmax_ev_per_a": 4.2,
  "e_tot_ev": -38447.6887,
  "de_lowest_kcal_mol": 35.83,
  "homo_lumo_gap_ev": [5.92, 5.49],
  "e_homo_ha": [-0.388, -0.379],
  "elements": ["C", "C", "C", "C", "C", "C", "C", "C", "N", "N", "S", "I", "I", "H", "H", "H", "H", "H", "H", "H", "H", "H"],
  "positions_angstrom": [[-0.1777, -0.1712, -1.9474], [0.8079, -0.3060, -2.8618], [0.1814, 2.0493, -2.4109], [-0.8627, 0.2854, 1.3141], [-1.9339, 0.2920, 0.2073], [-1.4005, 1.4514, -0.6186], [1.2278, -1.0804, 1.7904], [1.2779, -2.0108, 2.9480], [0.2234, -0.3903, 1.4545], [-0.5311, 1.2020, -1.6212], [1.4285, 1.2481, -3.3365], [-0.4268, 4.0475, -2.5655], [2.9217, -1.3228, 0.3870], [-0.6910, -0.9567, -1.4528], [1.3105, -1.2373, -3.0324], [-1.1831, 0.9792, 2.0950], [-1.9268, -0.5948, -0.4406], [-2.9503, 0.5271, 0.6876], [-1.4689, 2.4779, -0.2068], [2.0956, -1.5484, 3.4381], [1.6279, -3.0314, 2.6705], [0.4502, -1.9097, 3.5021]]
}

=====

# 3
{
  "formula": "C8H9IrNO5",
  "method": "ωB97M-V/def2-TZVPD",
  "total_charge": 3,
  "lumo_energy_ev": [-12.9, -17.2],
  "fmax_ev_per_a": 11.7,
  "e_tot_ev": -22968.5627,
  "spin_multiplicity": 5,
  "de_lowest_kcal_mol": 41.82,
  "homo_lumo_gap_ev": [6.01, 7.25],
  "e_homo_ha": [-0.695, -0.899],
  "s_squared": 6.028,
  "elements": ["O", "C", "Ir", "O", "C", "C", "O", "C", "O", "C", "N", "C", "C", "C", "O", "H", "H", "H", "H", "H", "H", "H", "H", "H"],
  "positions_angstrom": [[-0.9517, 3.1537, 0.8633], [-0.9215, 2.4828, -0.0731], [-0.8380, 1.2277, -1.5479], [2.0460, 3.6399, -2.9838], [1.2691, 2.9830, -2.5804], [-1.9206, 2.1692, -2.7242], [-2.6459, 2.7588, -3.4642], [-0.1535, -0.0508, -2.8337], [0.2460, -0.8510, -3.5596], [0.2068, -2.1724, 2.3740], [0.6812, -1.1450, 1.4451], [2.0561, -0.6845, 1.5278], [-0.0773, -0.6039, 0.4736], [-1.4919, -0.9880, 0.2599], [0.5003, 0.2986, -0.2575], [1.0539, -2.4352, 2.9887], [-0.1363, -3.0377, 1.8264], [-0.5956, -1.7929, 2.9916], [2.6078, -0.8704, 0.5858], [2.1160, 0.3952, 1.7696], [2.5227, -1.2584, 2.3398], [-2.1484, -0.1249, 0.4705], [-1.6467, -1.2721, -0.7947], [-1.7787, -1.8218, 0.9031]]
}

=====

# 4
{
  "formula": "C8H9N2",
  "method": "ωB97M-V/def2-TZVPD",
  "total_charge": 1,
  "lumo_energy_ev": [-4.9, -5.0],
  "fmax_ev_per_a": 1.2,
  "e_tot_ev": -11411.8639,
  "de_lowest_kcal_mol": 45.22,
  "homo_lumo_gap_ev": [6.72, 6.54],
  "e_homo_ha": [-0.428, -0.426],
  "elements": ["C", "C", "C", "C", "C", "C", "C", "C", "N", "N", "H", "H", "H", "H", "H", "H", "H", "H", "H"],
  "positions_angstrom": [[2.6047, 0.7496, 0.0246], [2.2308, -0.5544, 0.0081], [1.5842, 1.7346, 0.0067], [0.2756, 1.3953, -0.0124], [0.8634, -0.9009, -0.0171], [-1.4298, -0.2705, 0.0199], [-0.4319, -2.9019, 0.0991], [-2.5821, 0.6507, 0.0071], [0.4556, -2.1382, -0.0822], [-0.1636, 0.0753, -0.0097], [3.6417, 1.0358, 0.0520], [2.9383, -1.3651, 0.0249], [1.8462, 2.7813, 0.0169], [-0.5004, 2.1398, -0.0021], [-0.9553, -3.7400, -0.2861], [-1.6679, -1.3253, 0.1154], [-3.4097, 0.1838, -0.5235], [-2.3675, 1.6056, -0.4639], [-2.9326, 0.8447, 1.0223]]
}

=====

# 5
{
  "formula": "C8H9N2O2",
  "method": "ωB97M-V/def2-TZVPD",
  "total_charge": 1,
  "lumo_energy_ev": -4.7,
  "fmax_ev_per_a": 4.9,
  "e_tot_ev": -15506.2542,
  "smiles": "CC(=O)[C@H](N=O)[n+]1ccccc1",
  "de_lowest_kcal_mol": 101.16,
  "homo_lumo_gap_ev": 8.80,
  "e_homo_ha": -0.496,
  "elements": ["C", "C", "O", "C", "N", "O", "N", "C", "C", "C", "C", "C", "H", "H", "H", "H", "H", "H", "H", "H", "H"],
  "positions_angstrom": [[2.8449, -0.4920, 1.1145], [1.6532, 0.1079, 0.3864], [1.4074, 1.2115, -0.0068], [0.5017, -0.9592, 0.1957], [0.8731, -1.9679, -0.8523], [1.6955, -2.8005, -0.5781], [-0.6806, -0.2466, -0.1351], [-1.7272, -0.1155, 0.7315], [-2.6816, 0.8116, 0.4245], [-2.4480, 1.6556, -0.6442], [-1.4001, 1.4710, -1.5000], [-0.4945, 0.4508, -1.2505], [2.9731, -1.6222, 0.7605], [3.7462, 0.0418, 0.7215], [2.6525, -0.4472, 2.2593], [0.5316, -1.7603, 1.0777], [-1.8612, -0.9157, 1.3924], [-3.5930, 0.8264, 1.0505], [-3.0686, 2.5747, -0.7181], [-1.0717, 2.0980, -2.3807], [0.1474, 0.0778, -2.0487]]
}

=====

# 6
{
  "formula": "C8H9N3",
  "method": "ωB97M-V/def2-TZVPD",
  "total_charge": 0,
  "lumo_energy_ev": -0.1,
  "fmax_ev_per_a": 5.8,
  "e_tot_ev": -12909.7382,
  "smiles": "CC1(C)N=Nc2ncccc21",
  "de_lowest_kcal_mol": 56.99,
  "homo_lumo_gap_ev": 8.95,
  "e_homo_ha": -0.331,
  "elements": ["C", "C", "C", "N", "N", "C", "N", "C", "C", "C", "C", "H", "H", "H", "H", "H", "H", "H", "H", "H"],
  "positions_angstrom": [[1.3417, -0.9085, 1.2154], [0.4405, -0.9386, -0.0247], [1.3231, -0.9690, -1.3196], [-0.1308, -2.3836, -0.0164], [-1.3108, -2.3803, 0.0558], [-1.8761, -1.1677, -0.0225], [-3.1463, -0.8792, -0.0869], [-3.5324, 0.3792, -0.1332], [-2.6730, 1.4338, 0.1168], [-1.2531, 1.1509, 0.1205], [-0.8151, -0.1691, -0.0006], [1.9697, -1.8204, 1.1520], [0.8820, -0.7237, 2.1223], [2.1475, -0.2213, 1.0499], [2.0655, -0.0924, -1.0995], [0.7127, -0.7414, -2.1168], [1.7027, -1.9302, -1.4394], [-4.6139, 0.6002, -0.0095], [-2.9197, 2.5059, 0.0689], [-0.5651, 1.8811, 0.5423]]
}

=====

# 7
{
  "formula": "C8H9N3O3",
  "method": "ωB97M-V/def2-TZVPD",
  "total_charge": 0,
  "lumo_energy_ev": 0.6,
  "fmax_ev_per_a": 5.6,
  "e_tot_ev": -19049.6975,
  "smiles": "CNC(=O)N(c1ccccc1)[N+](=O)[O-]",
  "de_lowest_kcal_mol": 54.80,
  "homo_lumo_gap_ev": 9.73,
  "e_homo_ha": -0.336,
  "elements": ["C", "N", "C", "O", "N", "C", "C", "C", "C", "C", "C", "N", "O", "O", "H", "H", "H", "H", "H", "H", "H", "H", "H"],
  "positions_angstrom": [[3.6807, 1.3493, -0.1517], [2.7229, 0.2140, -0.1284], [1.4306, 0.4750, -0.1563], [0.7208, 1.4108, -0.3750], [0.3624, -0.8961, 0.2216], [-0.9020, -0.4592, 0.0858], [-1.4385, 0.3540, 1.1070], [-2.6545, 0.8840, 1.0068], [-3.3704, 0.5610, -0.1496], [-2.8907, -0.2884, -1.0922], [-1.6430, -0.8507, -1.0310], [0.7366, -2.1141, 0.2251], [-0.0920, -3.0081, 0.2806], [1.9662, -2.3217, 0.2275], [4.5215, 1.0817, -0.7592], [2.9672, 2.1344, -0.4261], [4.1064, 1.5252, 0.8229], [2.7407, -0.8795, 0.0744], [-0.8937, 0.3343, 2.1381], [-3.1494, 1.4278, 1.8467], [-4.4157, 1.0138, -0.0900], [-3.5187, -0.5029, -1.9594], [-0.9874, -1.4448, -1.7177]]
}

=====

# 8
{
  "formula": "C8H9N5",
  "method": "ωB97M-V/def2-TZVPD",
  "total_charge": 0,
  "lumo_energy_ev": 0.5,
  "fmax_ev_per_a": 5.3,
  "e_tot_ev": -15890.1701,
  "smiles": "c1ccc(NCn2cncn2)nc1",
  "de_lowest_kcal_mol": 77.10,
  "homo_lumo_gap_ev": 9.97,
  "e_homo_ha": -0.347,
  "elements": ["C", "C", "C", "C", "N", "C", "N", "C", "N", "C", "N", "N", "C", "H", "H", "H", "H", "H", "H", "H", "H", "H"],
  "positions_angstrom": [[3.8773, -0.2082, 0.0615], [3.3695, 1.0703, -0.1106], [2.0211, 1.2691, -0.1908], [1.2428, 0.1732, -0.2563], [-0.1819, 0.2858, -0.4420], [-1.0583, -0.3414, 0.5275], [-2.4203, -0.1095, 0.2076], [-3.4898, 0.2617, 1.0131], [-4.5616, 0.2202, 0.3234], [-4.2045, -0.0617, -0.9372], [-2.8879, -0.3437, -1.0533], [1.6384, -1.0688, -0.1871], [3.0478, -1.2659, 0.0502], [4.9989, -0.3171, 0.1934], [4.0287, 1.8074, -0.0415], [1.6878, 2.2097, -0.4283], [-0.4788, -0.1803, -1.4609], [-0.7780, 0.0480, 1.5694], [-1.0716, -1.4329, 0.6056], [-3.1302, 0.2774, 2.1203], [-4.9406, -0.0179, -1.6768], [3.2911, -2.2755, 0.1129]]
}

=====

# 9
{
  "formula": "C8H9N5OSbSe4Ti",
  "method": "ωB97M-V/def2-TZVPD",
  "total_charge": -1,
  "lumo_energy_ev": [1.8, 1.8],
  "fmax_ev_per_a": 0.2,
  "e_tot_ev": -308980.5844,
  "spin_multiplicity": 3,
  "de_lowest_kcal_mol": 0.06,
  "homo_lumo_gap_ev": [5.56, 5.81],
  "e_homo_ha": [-0.137, -0.146],
  "s_squared": 2.012,
  "elements": ["Ti", "C", "C", "C", "C", "C", "C", "H", "H", "H", "H", "H", "H", "Se", "Sb", "Se", "Se", "Se", "N", "N", "N", "C", "N", "N", "H", "H", "H", "O", "C"],
  "positions_angstrom": [[-0.7636, 0.1640, -0.1692], [0.6242, -1.8739, 0.9211], [1.4666, -1.5644, -0.1380], [2.4700, -0.6113, 0.0320], [2.6391, 0.0220, 1.2502], [1.7661, -0.2491, 2.2988], [0.7557, -1.1840, 2.1294], [-0.1257, -2.6432, 0.7896], [1.3263, -2.0889, -1.0763], [3.1141, -0.3705, -0.8051], [3.4303, 0.7519, 1.3802], [1.8704, 0.2726, 3.2418], [0.0768, -1.4075, 2.9434], [-0.6845, -3.9787, -2.1095], [-2.0576, -1.9945, -2.2043], [-0.4961, 0.0263, -2.6628], [-2.7406, -1.4137, 0.1982], [-3.9455, -1.8618, -3.6645], [1.8244, 4.6348, 1.9190], [1.4430, 3.6664, 1.0052], [1.8348, 3.6455, -0.2598], [1.2221, 2.5699, -0.7082], [0.4756, 1.9930, 0.2605], [0.6319, 2.6980, 1.3443], [1.4728, 5.5272, 1.5898], [2.8375, 4.6637, 1.9221], [1.2763, 2.1887, -1.7145], [-3.1164, 2.2904, -0.8681], [-2.2936, 1.5653, -0.5781]]
}

=====

# 10
{
  "formula": "C8H9NO5",
  "method": "ωB97M-V/def2-TZVPD",
  "total_charge": -2,
  "lumo_energy_ev": [5.0, 4.7],
  "fmax_ev_per_a": 7.7,
  "e_tot_ev": -20165.4835,
  "spin_multiplicity": 3,
  "homo_lumo_gap_ev": [2.46, 5.03],
  "e_homo_ha": [0.092, -0.012],
  "s_squared": 2.019,
  "elements": ["C", "C", "C", "C", "C", "C", "C", "C", "N", "O", "O", "O", "O", "O", "H", "H", "H", "H", "H", "H", "H", "H", "H"],
  "positions_angstrom": [[0.6224, 0.3178, -0.2573], [2.2617, -1.2420, -2.5664], [-0.2301, -1.0437, -3.7925], [-0.4717, 0.5966, 0.5049], [0.8644, -0.6074, -2.7052], [-1.5134, 1.6812, 2.4788], [-0.1616, -0.5306, 2.6998], [-0.3704, 0.8419, 1.9576], [0.2629, -0.0027, -1.6791], [2.0646, -2.2708, -1.8871], [-0.2736, -2.2099, -4.0424], [1.7740, 0.1584, 0.1163], [3.3159, -0.9120, -3.1050], [-0.9134, -0.0730, -4.1953], [-1.3783, 0.5952, -0.0815], [-2.5416, 1.3760, 2.1800], [-1.1732, 2.7538, 2.2230], [-1.4613, 1.7160, 3.6246], [0.5464, -1.1373, 2.0155], [-1.1469, -0.9680, 2.6719], [0.0402, -0.3715, 3.7513], [0.5883, 1.3216, 1.9850], [-0.7052, 0.0104, -1.8969]]
}